The following is a quantum chemistry calculation of a 10-piece molecular cluster, C36H71ClI2N2O11S overall, from the Open Molecules 2025 dataset.

Last columns: bonded neighbours and bond lengths (Å).
Atoms and positions in Å:
1 C -2.453 -1.616 4.083  C2 1.525, H36 1.091, H37 1.086, H38 1.092
2 C -3.221 -0.477 3.421  C1 1.525, C3 1.564, H39 1.086, H40 1.090
3 C -2.974 -0.338 1.883  C2 1.564, C4 1.519, H41 1.084, H42 1.090
4 C -1.821 -1.163 1.336  C3 1.519, C5 1.396, C15 1.402
5 C -2.116 -2.392 0.744  C4 1.396, C6 1.514, C8 1.397
6 C -3.545 -2.889 0.691  C5 1.514, N7 1.484, H43 1.090, H44 1.087
7 N -4.299 -2.340 -0.463  C6 1.484, H45 1.016, H46 1.016
8 C -1.095 -3.187 0.217  C5 1.397, C9 1.506, C13 1.378
9 C -1.321 -4.549 -0.384  C8 1.506, C10 1.519, H47 1.091, H48 1.091
10 C -1.956 -4.488 -1.762  C9 1.519, C11 1.521, I12 2.161, H49 1.085
11 C -1.118 -3.759 -2.802  C10 1.521, H50 1.090, H51 1.089, H52 1.086
12 I -2.341 -6.491 -2.476  C10 2.161
13 C 0.203 -2.726 0.271  C8 1.378, C14 1.372, H53 1.083
14 C 0.484 -1.519 0.861  C13 1.372, C15 1.390, S35 1.780
15 C -0.497 -0.710 1.423  C4 1.402, C14 1.390, N16 1.400
16 N -0.038 0.488 1.983  C15 1.400, O17 1.385, C20 1.399
17 O -0.842 1.132 2.909  N16 1.385, C18 1.431
18 C -0.072 1.496 4.059  O17 1.431, C19 1.531, H54 1.092, H55 1.089
19 C -0.739 2.714 4.703  C18 1.531, H56 1.086, H57 1.092, H58 1.086
20 C 0.727 1.333 1.172  N16 1.399, C21 1.381, C34 1.381
21 C 0.433 2.666 0.962  C20 1.381, C22 1.379, H59 1.083
22 C 1.232 3.442 0.150  C21 1.379, C23 1.510, C24 1.400
23 C 0.888 4.899 -0.046  C22 1.510, H60 1.087, H61 1.094, H62 1.088
24 C 2.351 2.887 -0.482  C22 1.400, C25 1.506, C29 1.398
25 C 3.207 3.750 -1.371  C24 1.506, C26 1.558, H63 1.084, H64 1.090
26 C 2.837 3.662 -2.881  C25 1.558, C27 1.518, I28 2.167, H65 1.086
27 C 1.533 2.953 -3.196  C26 1.518, H66 1.091, H67 1.089, H68 1.089
28 I 2.765 5.665 -3.706  C26 2.167
29 C 2.633 1.532 -0.288  C24 1.398, C30 1.507, C34 1.382
30 C 3.775 0.856 -1.002  C29 1.507, C31 1.514, H69 1.087, H70 1.091
31 C 4.912 0.476 -0.077  C30 1.514, O32 1.181, Cl33 1.788
32 O 5.344 1.150 0.791  C31 1.181
33 Cl 5.602 -1.133 -0.440  C31 1.788
34 C 1.837 0.785 0.559  C20 1.381, C29 1.382, S35 1.776
35 S 2.162 -0.927 0.907  C14 1.780, C34 1.776
36 H -2.625 -2.575 3.593  C1 1.091
37 H -1.389 -1.405 4.139  C1 1.086
38 H -2.803 -1.724 5.111  C1 1.092
39 H -2.899 0.444 3.897  C2 1.086
40 H -4.292 -0.549 3.611  C2 1.090
41 H -3.898 -0.644 1.405  C3 1.084
42 H -2.838 0.708 1.610  C3 1.090
43 H -4.020 -2.648 1.642  C6 1.090
44 H -3.532 -3.976 0.650  C6 1.087
45 H -4.784 -3.109 -0.917  N7 1.016
46 H -5.054 -1.760 -0.108  N7 1.016
47 H -0.370 -5.075 -0.473  C9 1.091
48 H -1.933 -5.159 0.282  C9 1.091
49 H -2.932 -4.017 -1.721  C10 1.085
50 H -1.047 -2.697 -2.567  C11 1.090
51 H -0.140 -4.229 -2.902  C11 1.089
52 H -1.637 -3.834 -3.752  C11 1.086
53 H 1.019 -3.310 -0.135  C13 1.083
54 H -0.035 0.658 4.758  C18 1.092
55 H 0.946 1.755 3.771  C18 1.089
56 H -0.149 3.611 4.540  C19 1.086
57 H -1.695 2.880 4.200  C19 1.092
58 H -0.955 2.559 5.756  C19 1.086
59 H -0.440 3.078 1.454  C21 1.083
60 H -0.057 5.142 0.432  C23 1.087
61 H 1.653 5.509 0.443  C23 1.094
62 H 0.885 5.188 -1.095  C23 1.088
63 H 3.198 4.774 -1.015  C25 1.084
64 H 4.242 3.426 -1.257  C25 1.090
65 H 3.661 3.193 -3.412  C26 1.086
66 H 1.365 2.961 -4.273  C27 1.091
67 H 0.689 3.432 -2.702  C27 1.089
68 H 1.564 1.910 -2.884  C27 1.089
69 H 4.199 1.462 -1.799  C30 1.087
70 H 3.406 -0.052 -1.481  C30 1.091
71 C 0.266 -4.119 5.663  O72 1.425, H73 1.087, H74 1.092, H75 1.093
72 O 0.138 -2.738 5.985  C71 1.425, H76 0.961
73 H 0.008 -4.231 4.613  C71 1.087
74 H 1.291 -4.469 5.810  C71 1.092
75 H -0.415 -4.730 6.262  C71 1.093
76 H 0.369 -2.624 6.911  O72 0.961
77 C -6.848 -6.743 -2.898  O78 1.421, H79 1.087, H80 1.094, H81 1.094
78 O -6.308 -8.025 -3.189  C77 1.421, H82 0.962
79 H -7.844 -6.706 -3.331  C77 1.087
80 H -6.928 -6.581 -1.819  C77 1.094
81 H -6.241 -5.947 -3.339  C77 1.094
82 H -5.425 -8.061 -2.808  O78 0.962
83 C -1.215 -1.395 -5.605  O84 1.427, H85 1.088, H86 1.093, H87 1.093
84 O -2.188 -2.439 -5.609  C83 1.427, H88 0.962
85 H -1.302 -0.894 -4.644  C83 1.088
86 H -0.202 -1.795 -5.710  C83 1.093
87 H -1.411 -0.682 -6.409  C83 1.093
88 H -2.126 -2.904 -6.448  O84 0.962
89 C 2.331 -5.616 1.365  O90 1.422, H91 1.087, H92 1.095, H93 1.095
90 O 3.145 -4.874 2.265  C89 1.422, H94 0.963
91 H 2.424 -6.669 1.620  C89 1.087
92 H 1.282 -5.320 1.459  C89 1.095
93 H 2.662 -5.474 0.331  C89 1.095
94 H 3.059 -3.946 2.022  O90 0.963
95 C -1.485 5.994 -4.245  O96 1.421, H97 1.087, H98 1.094, H99 1.094
96 O -0.966 4.809 -4.834  C95 1.421, H100 0.962
97 H -2.514 6.100 -4.580  C95 1.087
98 H -1.475 5.935 -3.153  C95 1.094
99 H -0.920 6.875 -4.563  C95 1.094
100 H -0.055 4.717 -4.536  O96 0.962
101 C -2.556 0.921 -2.369  O102 1.423, H103 1.088, H104 1.093, H105 1.094
102 O -1.287 0.307 -2.172  C101 1.423, H106 0.965
103 H -2.423 1.807 -2.986  C101 1.088
104 H -3.235 0.229 -2.873  C101 1.093
105 H -2.990 1.221 -1.410  C101 1.094
106 H -1.422 -0.468 -1.615  O102 0.965
107 C 7.617 -4.896 0.804  O108 1.422, H109 1.087, H110 1.094, H111 1.093
108 O 6.670 -4.142 0.058  C107 1.422, H112 0.962
109 H 7.212 -5.897 0.925  C107 1.087
110 H 8.575 -4.964 0.280  C107 1.094
111 H 7.779 -4.461 1.794  C107 1.093
112 H 7.026 -3.255 -0.054  O108 0.962
113 C 1.875 6.167 3.892  O114 1.425, H115 1.087, H116 1.092, H117 1.093
114 O 1.363 5.292 4.893  C113 1.425, H118 0.962
115 H 1.220 6.089 3.027  C113 1.087
116 H 1.881 7.204 4.237  C113 1.092
117 H 2.887 5.880 3.595  C113 1.093
118 H 1.937 5.355 5.662  O114 0.962
119 C 0.978 9.135 -2.249  O120 1.421, H121 1.087, H122 1.094, H123 1.094
120 O 1.654 8.291 -1.327  C119 1.421, H124 0.964
121 H 0.636 10.009 -1.700  C119 1.087
122 H 1.646 9.465 -3.050  C119 1.094
123 H 0.110 8.634 -2.687  C119 1.094
124 H 1.957 7.516 -1.814  O120 0.964

**Molar mass**: 1029.295 g mol⁻¹
**HOMO-LUMO gap**: 7.9 eV
**DFT total energy**: -103541.0870 eV
**SMILES string**: CCCc1c(CN)c(C[C@@H](C)I)cc2c1N(OCC)c1cc(C)c(C[C@@H](C)I)c(CC(=O)Cl)c1S2.CO.CO.CO.CO.CO.CO.CO.CO.CO